1.
Density functional theory data (ωB97M-V with the def2-TZVPD basis set) for a 14-piece molecular cluster, C64H152B6F24N8O4 overall at a distorted geometry.

Structure (XYZ):
```
258
Properties=species:S:1:pos:R:3:forces:R:3
C -31.8166 -7.5479 -6.6970 -1.7 1.0 -0.4
C -32.5416 -7.9726 -5.4074 -1.7 2.2 0.1
C -32.1346 -7.0370 -4.2089 -0.5 0.3 -1.1
N -32.1266 -7.7179 -2.8945 -1.1 0.5 0.7
C -31.8663 -6.6701 -1.8281 -1.7 -2.1 0.5
C -33.4841 -8.3916 -2.6087 1.0 -1.7 -1.3
C -33.0941 -9.6711 -1.7607 -1.8 0.9 -1.2
C -31.6128 -9.7699 -1.6924 0.4 1.7 -0.6
C -31.1462 -8.8034 -2.7980 0.1 -1.3 0.5
H -32.2775 -6.6331 -7.1950 0.5 -0.9 0.8
H -31.9508 -8.3561 -7.4455 0.8 0.4 0.5
H -30.8138 -7.2698 -6.3763 0.3 -0.5 -0.8
H -32.2669 -8.9665 -5.2077 0.4 -1.3 0.3
H -33.6962 -7.9677 -5.5077 1.8 0.1 -0.1
H -32.8648 -6.2128 -4.0677 0.4 -0.4 -0.4
H -31.1416 -6.5697 -4.3468 -0.5 -0.4 0.1
H -31.9240 -7.3088 -0.8898 0.4 1.5 -0.8
H -32.7413 -6.0201 -1.9114 0.4 0.2 0.4
H -30.9460 -6.1788 -2.0578 0.6 0.2 0.2
H -34.1851 -7.7239 -2.1382 0.1 0.4 0.3
H -33.9103 -8.6904 -3.5981 0.4 0.3 0.9
H -33.5547 -9.4799 -0.8329 -0.4 -0.4 1.4
H -33.5339 -10.5640 -2.2034 -0.1 0.1 0.0
H -31.2416 -9.4814 -0.7317 0.3 0.1 0.6
H -31.2705 -10.7336 -1.9471 0.5 -1.1 -0.1
H -30.1626 -8.4192 -2.6105 0.5 0.4 -0.3
H -31.2242 -9.3823 -3.7027 0.5 0.1 -0.4
C -20.8522 -6.9300 -10.8808 -3.1 -1.8 -0.4
C -19.5695 -6.7804 -10.1394 0.0 0.9 1.1
C -19.9497 -6.6275 -8.6396 0.3 0.3 -1.2
N -18.8766 -6.1872 -7.7272 -0.5 1.5 1.8
C -17.8794 -7.2326 -7.6601 0.0 -0.2 -1.2
C -19.5229 -5.9977 -6.3074 0.3 -0.1 -0.5
C -19.3410 -4.5391 -6.0035 0.1 1.4 0.6
C -17.9767 -4.2277 -6.6255 0.0 0.5 -0.1
C -18.2506 -4.8118 -7.9778 -0.4 0.0 -2.0
H -21.3988 -7.9329 -10.6966 1.4 1.1 -0.2
H -20.8348 -6.8123 -11.9607 0.5 -0.1 -0.1
H -21.6885 -6.2859 -10.5650 0.7 0.5 0.2
H -19.0229 -5.8985 -10.4941 -0.2 0.2 0.2
H -18.8951 -7.5804 -10.3465 0.3 -0.9 0.0
H -20.3505 -7.5165 -8.1711 -0.2 -0.4 -0.3
H -20.6927 -5.8610 -8.5829 -0.6 0.4 0.1
H -18.4244 -8.1313 -7.4201 0.2 -0.5 0.1
H -17.1150 -7.0153 -6.9578 0.6 0.2 0.7
H -17.4834 -7.2377 -8.6692 0.5 -0.7 0.0
H -18.9836 -6.6641 -5.6456 0.3 0.1 0.2
H -20.5317 -6.3609 -6.3109 -0.5 0.1 -0.3
H -19.3555 -4.2973 -4.9435 -0.1 -0.3 0.2
H -20.1145 -3.8990 -6.4714 0.4 -0.6 0.2
H -17.1822 -4.7501 -6.0752 0.0 0.2 -0.2
H -17.6965 -3.1551 -6.7584 -0.4 -0.8 0.4
H -17.4235 -4.8793 -8.6996 -0.1 -0.3 0.5
H -19.0157 -4.1748 -8.4956 0.4 -0.7 0.5
C -24.5074 -8.5251 -11.1881 -1.1 0.2 0.4
C -25.1477 -7.8774 -9.9525 0.8 2.5 0.8
C -26.5082 -7.2031 -10.3789 -0.2 -1.4 -0.3
N -26.9263 -5.9847 -9.6487 2.5 2.0 0.4
C -26.0607 -4.8175 -10.1537 -2.4 0.1 -0.1
C -26.7391 -6.1247 -8.1576 0.1 -0.2 -0.5
C -27.9612 -6.9218 -7.7510 0.4 0.2 0.8
C -29.0573 -6.2902 -8.5727 -1.4 1.1 -1.5
C -28.3612 -5.5813 -9.7787 0.1 -1.3 -0.7
H -25.1807 -9.3556 -11.4169 0.3 0.1 -0.9
H -23.5318 -8.9114 -11.0186 0.8 -0.5 0.6
H -24.3594 -7.7838 -11.9975 -0.6 -0.5 0.2
H -24.4470 -7.0408 -9.5835 -1.0 -1.1 -0.5
H -25.2409 -8.5176 -9.0481 -0.1 0.1 -0.9
H -27.3889 -7.8943 -10.2445 1.0 0.4 -0.7
H -26.3574 -6.8552 -11.4315 -0.7 -0.7 0.7
H -25.0419 -4.9827 -10.0312 1.7 -0.4 0.8
H -26.4374 -3.8968 -9.6911 0.5 -0.4 0.0
H -26.2310 -4.7397 -11.2166 -0.3 0.0 -0.4
H -26.6945 -5.1493 -7.6814 -0.6 0.4 -0.3
H -25.7470 -6.4885 -7.9695 0.4 -0.7 0.1
H -28.0627 -6.7422 -6.6691 -0.4 -0.5 -0.4
H -27.8757 -7.9849 -7.9928 0.2 0.0 0.3
H -29.5677 -5.4831 -8.0472 0.0 -0.1 0.3
H -29.8736 -6.9222 -8.9763 0.7 -0.1 0.5
H -28.2561 -4.5239 -9.6829 -0.9 0.5 0.2
H -28.7263 -5.8337 -10.8057 0.1 0.0 1.0
C -35.9905 -11.1623 -11.4059 0.7 0.0 1.4
C -34.7731 -12.0641 -10.9582 -0.8 0.2 -2.1
C -33.4583 -11.3100 -11.0020 -0.1 1.2 -0.9
N -32.2557 -12.1674 -10.8470 0.4 -1.0 0.2
C -32.0374 -12.9609 -12.0708 -2.4 1.6 -1.8
C -31.0127 -11.4047 -10.5846 0.0 2.3 0.4
C -29.9181 -12.3363 -10.0916 -1.9 -1.5 -0.9
C -30.7888 -13.4542 -9.4158 -1.6 0.1 -0.3
C -32.3246 -12.9912 -9.5725 1.5 -0.2 -0.8
H -36.0488 -10.3586 -10.6437 -0.4 -0.3 -0.6
H -36.8822 -11.7777 -11.3659 -0.2 0.0 0.3
H -36.0111 -10.7086 -12.4048 0.8 -0.3 0.2
H -34.8177 -12.9682 -11.5935 0.6 0.5 -0.2
H -34.9206 -12.5055 -10.0158 -0.6 0.0 1.6
H -33.3747 -10.4678 -10.2519 -0.2 -1.0 -0.8
H -33.3668 -10.8864 -12.0238 0.1 0.2 0.8
H -31.9402 -12.2720 -12.9516 0.1 -0.4 1.0
H -32.8990 -13.5664 -12.3178 -0.2 -0.2 0.3
H -31.2132 -13.5634 -12.0298 2.2 -1.4 0.5
H -30.7424 -10.7987 -11.4458 -0.2 0.1 0.0
H -31.3932 -10.7314 -9.7772 1.1 -0.2 -0.5
H -29.2887 -12.7550 -10.8785 -0.2 0.2 -0.2
H -29.2680 -11.8408 -9.4214 0.4 0.5 0.9
H -30.7240 -14.4796 -9.8295 0.5 0.7 0.3
H -30.5605 -13.3957 -8.3785 0.0 -0.6 0.9
H -33.1266 -13.7330 -9.6951 0.7 -0.1 0.2
H -32.5794 -12.2714 -8.8000 -0.1 -0.1 0.2
C -24.3942 -4.2851 -3.3456 0.5 -0.6 0.1
C -24.8869 -5.3926 -2.3988 1.7 -1.2 -0.7
N -24.0758 -6.7794 -2.5607 -1.3 0.4 -3.1
C -22.5884 -6.5517 -2.4267 -1.2 0.0 -0.9
C -24.6519 -7.7871 -1.5924 1.8 1.1 1.3
C -23.7675 -9.0074 -1.3936 0.2 0.5 -1.5
C -24.3100 -7.2936 -4.0398 0.1 -1.7 1.1
C -25.7383 -7.2205 -4.5691 1.2 1.2 -0.3
O -26.5827 -8.0071 -3.8646 -1.4 -1.1 1.8
C -27.7453 -8.3937 -4.5669 -0.5 -0.3 -0.5
H -23.4125 -3.8730 -3.0885 -0.3 0.1 0.4
H -25.1457 -3.4873 -3.4215 0.2 -0.3 0.1
H -24.2014 -4.7027 -4.3338 -0.4 0.2 -0.1
H -25.9255 -5.5988 -2.6173 -0.1 -0.3 0.5
H -24.6635 -5.2672 -1.3575 -0.5 0.9 0.6
H -22.5664 -5.8890 -1.6007 0.8 0.8 0.9
H -22.2061 -6.0768 -3.3770 -0.3 -0.6 1.2
H -22.1325 -7.5071 -2.1675 0.2 0.4 -0.4
H -25.5544 -8.1009 -2.0165 -1.5 -0.1 -0.3
H -24.7625 -7.2026 -0.6649 -0.4 -0.5 -0.2
H -22.9420 -8.8790 -0.7212 0.3 0.1 0.5
H -23.3564 -9.2091 -2.3958 0.1 -0.5 0.4
H -24.3514 -9.8587 -1.1072 -0.3 -0.4 0.3
H -23.9572 -8.3756 -4.0611 -0.2 1.7 -0.1
H -23.7023 -6.6345 -4.6281 0.4 -0.2 -0.5
H -25.8087 -7.5699 -5.6033 0.9 0.4 -0.4
H -25.9775 -6.1531 -4.5309 -0.7 0.1 -0.4
H -28.1930 -9.2870 -4.1083 0.2 0.5 0.1
H -27.4467 -8.6797 -5.5634 0.2 -0.4 -0.6
H -28.4968 -7.6020 -4.7125 0.4 -0.3 0.5
C -25.5144 -10.9448 -7.1830 -0.7 -0.2 -1.2
C -24.5567 -12.1190 -7.1890 0.0 -0.3 1.4
N -24.7045 -12.9235 -5.8349 0.4 -0.9 -1.6
C -26.0593 -13.6151 -5.8499 0.2 -0.2 -0.5
C -23.6855 -14.0861 -5.8008 0.0 1.0 -2.4
C -22.2224 -13.6311 -5.7831 -1.1 0.9 -0.3
C -24.4720 -12.0652 -4.6327 -0.9 0.0 0.5
C -25.7268 -11.6919 -3.8605 0.5 1.2 -0.3
O -26.0814 -12.6299 -2.8941 -0.4 -1.1 -0.6
C -27.2830 -12.2376 -2.2798 -0.3 1.7 1.6
H -25.2815 -10.3590 -8.0767 0.0 0.0 0.2
H -25.3830 -10.3064 -6.3440 0.5 0.6 0.7
H -26.6007 -11.1350 -7.2136 0.4 -0.5 -0.1
H -23.5187 -11.7680 -7.3264 -0.4 -0.1 0.6
H -24.7193 -12.8616 -7.9609 -0.4 -0.1 -0.2
H -26.1478 -14.2598 -4.9810 0.0 0.4 0.4
H -26.1566 -14.3210 -6.7132 0.4 1.0 0.4
H -26.8282 -12.8481 -5.8813 -0.2 -0.4 0.0
H -24.0115 -14.6407 -6.6987 0.7 -0.1 0.3
H -23.9388 -14.6596 -4.9627 -0.4 -0.8 1.4
H -21.9504 -13.1071 -6.7370 -0.1 -0.3 1.2
H -21.5682 -14.4800 -5.6568 0.1 -0.3 0.1
H -22.1615 -12.9597 -4.8963 0.7 -0.3 -0.9
H -23.9021 -11.1618 -4.9035 0.0 -0.6 0.0
H -23.9596 -12.7210 -3.9542 0.7 0.1 0.4
H -26.5461 -11.4606 -4.5304 -0.4 0.1 -0.1
H -25.4782 -10.7534 -3.3610 -0.1 0.4 0.1
H -27.0103 -11.3159 -1.6450 -0.8 -1.1 -0.7
H -27.7343 -12.9921 -1.6292 0.8 -0.2 0.0
H -28.1180 -11.9680 -2.9439 0.5 0.1 -0.5
C -25.2665 -0.1128 -4.5672 0.5 -0.6 -1.2
C -26.7519 -0.3908 -4.4258 0.3 -2.2 -0.5
N -27.5748 -0.8623 -5.6546 0.0 1.5 2.1
C -27.0761 -2.1628 -6.1664 -1.4 0.8 -1.8
C -28.9822 -1.0367 -4.9788 1.4 -1.7 -0.4
C -29.9368 -1.7516 -5.8762 -0.2 0.4 0.0
C -27.5276 0.1192 -6.7599 -2.1 1.4 -0.1
C -27.7688 1.6274 -6.4046 0.3 -1.7 0.2
O -29.0805 1.6965 -5.9234 0.3 1.0 0.0
C -30.0743 2.2443 -6.7704 -1.6 -1.7 0.1
H -24.9064 0.5379 -3.8004 -0.2 0.4 0.9
H -24.9302 0.4219 -5.4821 -0.5 -0.6 0.2
H -24.6931 -1.0367 -4.4593 0.1 0.1 -0.3
H -27.2092 0.4492 -3.9866 -1.1 0.9 0.3
H -26.9648 -1.2932 -3.8106 0.8 1.0 0.3
H -26.0197 -2.1899 -6.1957 1.1 0.1 0.0
H -27.4888 -2.2205 -7.2013 0.5 -0.3 0.7
H -27.5015 -2.9514 -5.6103 -0.2 -0.9 0.8
H -29.3065 -0.0863 -4.6296 -0.1 0.7 0.0
H -28.7481 -1.7107 -4.1306 -0.3 0.5 -0.3
H -30.0572 -1.2689 -6.8274 0.2 0.1 -0.6
H -30.9089 -1.6607 -5.4246 -0.5 -0.4 0.4
H -29.6548 -2.7899 -5.9916 -0.2 -0.2 -0.1
H -28.3047 -0.1606 -7.4991 0.4 0.1 0.6
H -26.6353 -0.0252 -7.2650 2.1 -0.2 -0.8
H -27.6351 2.1910 -7.3321 0.1 0.1 0.1
H -27.1016 2.0230 -5.6087 -0.2 -0.2 -0.6
H -29.7940 2.9721 -7.5383 0.5 0.2 0.6
H -30.7626 2.6506 -5.9970 -0.1 0.0 -1.2
H -30.5503 1.3811 -7.3646 0.3 1.2 0.9
C -33.0249 -0.8614 -10.5726 0.4 2.5 1.3
C -32.3727 -0.9414 -11.9057 0.8 -0.9 -1.0
N -32.8123 -2.0283 -12.8301 -1.4 -2.0 0.2
C -34.3343 -1.8686 -13.0115 1.8 -1.7 -0.1
C -32.1608 -2.0187 -14.2055 0.7 -0.4 1.5
C -30.6258 -1.9334 -14.2214 0.2 1.1 -0.4
C -32.3676 -3.4164 -12.2146 -0.5 2.2 0.2
C -32.8535 -4.6735 -12.8682 -2.4 1.7 3.4
O -34.0913 -4.9900 -12.1524 1.3 1.1 -1.0
C -34.4849 -6.3088 -12.3869 -0.4 -1.0 0.3
H -32.7558 -1.6224 -9.9031 0.3 -1.5 0.6
H -34.0873 -0.6397 -10.4600 0.0 -0.2 -0.6
H -32.5194 0.0157 -10.0483 -0.5 -0.8 -0.8
H -31.3121 -1.1567 -11.8230 0.2 0.6 0.4
H -32.5309 -0.0692 -12.4951 0.1 1.1 -0.3
H -34.5449 -0.8554 -13.1593 -0.2 1.6 -0.1
H -34.8536 -2.2900 -12.1813 -0.2 -0.1 0.7
H -34.6217 -2.4125 -13.8817 -0.2 -0.5 -0.7
H -32.5625 -1.1518 -14.6807 -0.3 0.4 -0.7
H -32.4873 -2.9653 -14.6564 0.0 0.7 -0.2
H -30.4379 -1.9523 -15.3002 0.4 -0.3 0.1
H -29.9996 -2.6789 -13.7049 -0.7 0.0 -0.3
H -30.2420 -0.9370 -13.9036 -0.5 -0.6 0.0
H -32.7277 -3.3937 -11.1866 -0.1 -0.2 -0.1
H -31.2948 -3.2767 -12.1460 0.2 -0.4 -0.2
H -32.1495 -5.3492 -12.5813 2.0 -2.3 0.3
H -33.0574 -4.6867 -13.8746 -0.2 0.1 -2.5
H -34.1369 -6.7276 -13.3598 -0.2 0.4 0.5
H -35.5769 -6.2223 -12.3749 0.1 -0.8 0.0
H -34.0878 -6.9743 -11.5802 -0.5 0.4 -0.7
B -29.3315 -1.9540 -9.5966 -0.4 0.2 -0.1
F -28.1137 -2.5913 -9.2245 -0.1 0.6 -0.1
F -30.3898 -2.7025 -9.0947 -0.3 -0.2 0.4
F -29.3775 -0.6304 -9.0805 0.1 -0.4 -0.2
F -29.4921 -1.8993 -10.9912 0.5 0.0 -0.2
B -22.9226 -4.6960 -7.1034 -0.1 0.0 -1.5
F -22.5425 -5.2177 -5.8787 -0.3 -0.2 0.6
F -23.9487 -3.6907 -6.9664 1.1 -1.3 -0.2
F -21.7094 -4.1387 -7.6794 -1.6 -0.3 -0.1
F -23.3935 -5.8353 -7.9610 0.5 1.9 1.1
B -28.8145 -4.8237 -3.3297 0.2 -1.0 -1.0
F -27.7662 -4.5974 -2.4479 0.1 -0.1 0.1
F -29.9292 -4.1282 -3.0050 -1.1 0.9 0.6
F -28.4257 -4.4998 -4.6495 0.4 0.2 -0.2
F -29.1826 -6.2149 -3.3945 0.3 0.2 0.6
B -30.3774 -11.0477 -5.8869 -0.4 -1.5 0.7
F -29.2144 -11.8351 -5.9752 0.3 -0.3 -0.2
F -31.3618 -11.4733 -6.7957 0.1 0.1 -0.5
F -30.9411 -11.2906 -4.5820 0.3 0.7 -0.3
F -30.0140 -9.7478 -6.1171 -0.1 0.9 0.2
B -21.9626 -9.4963 -6.5172 0.3 -1.2 0.1
F -22.2479 -9.4094 -7.8611 -0.5 0.7 -0.6
F -21.4939 -10.8436 -6.3565 -0.1 0.6 0.6
F -20.9968 -8.5598 -6.1371 0.0 -0.1 0.1
F -23.1267 -9.3339 -5.7005 0.2 -0.1 -0.3
B -31.0720 -7.8315 -12.1975 -0.6 0.3 0.4
F -30.0274 -8.7458 -12.0982 0.5 -0.1 -0.1
F -30.8316 -6.7130 -11.3417 0.2 -0.1 -0.2
F -31.2913 -7.3888 -13.4953 0.3 0.1 -0.3
F -32.2521 -8.4580 -11.7562 -0.3 -0.4 0.3
```
Forces are in eV/Å.

Output
Energy relative to the best compared isomer or geometry (same formula, charge and spin) (kcal/mol): 0.00
Charge: +2
Highest occupied orbital energy (eV): -12.42
DFT total energy (eV): -158243.3589

=====

2.
Density functional theory data (ωB97M-V with the def2-TZVPD basis set) for a 2-piece molecular cluster, CH2O6S2 overall at a distorted geometry.

Structure (XYZ):
```
11
Properties=species:S:1:pos:R:3:forces:R:3
C -2.4967 1.0260 0.7047 -1.4 0.7 1.5
O -0.5086 -1.6313 -0.6880 0.4 -1.0 0.3
O 3.1718 0.8694 -1.6335 0.0 -0.5 0.1
O -2.1029 0.3989 -0.2466 1.4 -2.0 -3.0
O 2.0865 -1.4174 -0.6820 -0.2 0.1 0.4
O 3.2464 0.5110 0.7904 -0.2 -0.2 -0.6
O -3.4594 1.7903 0.7379 -1.4 1.5 0.2
S 0.8758 -1.9930 0.2385 -1.0 1.4 -1.5
S 2.4126 0.4931 -0.4316 -0.1 0.2 0.7
H -2.0354 0.8518 1.6652 1.0 -0.2 1.1
H -1.1903 -0.8989 -0.4551 1.5 0.0 0.6
```
Forces are in eV/Å.

Output
Energy relative to the best compared isomer or geometry (same formula, charge and spin) (kcal/mol): 0.00
Charge: -2
Highest occupied orbital energy (eV): -0.61
DFT total energy (eV): -35024.8175

=====

The highest DFT total energy belongs to which entry? CH2O6S2